Density functional theory data (the ωB97M-V functional and the def2-TZVPD basis) for C16H19N3O2 as an isolated structure in a non-equilibrium geometry.

XYZ file:
```
40
C16H19N3O2 the ωB97M-V functional and the def2-TZVPD basis
C 4.790 -0.643 -0.884
H 4.427 -1.670 -0.686
H 5.674 -0.663 -1.203
C 3.820 -0.097 -2.098
N 2.370 0.025 -1.954
C 1.958 -1.348 -1.604
H 2.665 -2.038 -2.053
H 1.767 -1.760 -0.641
C 0.461 -1.584 -2.301
H 0.443 -1.101 -3.222
H 0.195 -2.780 -2.149
O -0.469 -0.866 -1.644
C -0.972 -0.978 -0.457
N -0.510 -2.371 0.246
C -1.017 -2.667 1.266
N -1.641 -1.961 2.228
C -2.176 -0.657 1.700
C -1.703 -0.288 0.455
O -2.458 0.767 0.165
C -3.012 1.150 1.307
C -3.861 2.313 1.276
C -4.385 2.374 2.642
C -4.502 1.376 3.611
C -3.638 0.300 3.506
C -3.198 -0.026 2.049
H -3.825 -0.445 4.181
H -5.103 1.804 4.403
H -5.219 3.192 2.742
H -3.743 3.129 0.650
H -0.584 -3.558 1.806
C 1.997 0.788 -0.868
C 1.130 1.950 -1.673
H 0.888 2.708 -0.800
H 0.275 1.615 -1.986
H 1.746 2.453 -2.409
H 1.454 0.271 0.072
H 2.799 1.368 -0.552
H 4.311 0.917 -2.117
H 4.047 -0.783 -2.982
H 4.798 -0.216 -0.019
```

Values from the calculation:
- HOMO-LUMO gap: 7.291 eV
- Maximum force: 17.8 eV Å⁻¹
- Energy relative to the best compared isomer or geometry (same formula, charge and spin): 1277.2 kJ/mol
- Charge: 0
- E_LUMO: -0.03815 hartree

How positive or negative is each atom? The natural (NBO) charges in e answer that: number 1, C, carries -0.600; number 2, H, carries 0.186; number 3, H, carries 0.192; number 4, C, carries -0.209; number 5, N, carries -0.473; number 6, C, carries -0.256; number 7, H, carries 0.197; number 8, H, carries 0.219; number 9, C, carries -0.056; number 10, H, carries 0.201; number 11, H, carries 0.200; number 12, O, carries -0.474; number 13, C, carries 0.550; number 14, N, carries -0.515; number 15, C, carries 0.224; number 16, N, carries -0.494; number 17, C, carries 0.166; number 18, C, carries 0.077; number 19, O, carries -0.407; number 20, C, carries 0.353; number 21, C, carries -0.239; number 22, C, carries -0.133; number 23, C, carries -0.275; number 24, C, carries -0.087; number 25, C, carries -0.156; number 26, H, carries 0.213; number 27, H, carries 0.234; number 28, H, carries 0.201; number 29, H, carries 0.235; number 30, H, carries 0.162; number 31, C, carries -0.217; number 32, C, carries -0.564; number 33, H, carries 0.171; number 34, H, carries 0.188; number 35, H, carries 0.206; number 36, H, carries 0.199; number 37, H, carries 0.187; number 38, H, carries 0.195; number 39, H, carries 0.203; number 40, H, carries 0.195